C7H24AgN10O7 as an isolated structure in a non-equilibrium geometry, computed with wB97M-V/def2-TZVPD.

```
49
C7H24AgN10O7 | the OMol25 dataset | wB97M-V/def2-TZVPD
Ag 0.14333 -0.35516 0.09815
O -1.07620 -2.18720 -1.07509
C -0.67399 -1.92420 -2.38105
C 0.81475 -1.61849 -2.67391
O 1.46766 -0.59111 -1.99447
H -1.22703 -1.02468 -2.72024
H -1.02407 -2.71807 -3.06565
H 0.88162 -1.41301 -3.76199
H 1.39431 -2.56162 -2.54260
C -1.75529 2.36431 1.40609
O -0.84821 1.86445 0.74593
N -2.58069 3.35728 0.94782
N -2.04982 1.87145 2.65676
H -3.30658 3.74053 1.51246
H -2.32051 3.62308 0.00454
H -2.68233 2.34623 3.26961
H -1.49593 1.08966 2.98275
C 2.67102 1.59278 0.56871
O 1.99626 0.75772 1.16424
N 2.81181 1.59098 -0.79214
N 3.34116 2.61696 1.20555
H 2.34468 0.82404 -1.29006
H 3.36664 2.25592 -1.28921
H 3.25519 2.75882 2.19218
H 3.62222 3.38037 0.62088
C -0.80147 2.54215 -2.87559
O -1.71909 3.36025 -2.66523
N -0.07747 1.95941 -1.89770
N -0.44119 2.13891 -4.15407
H -0.20236 2.21641 -0.93256
H 0.59303 1.21077 -2.08531
H -0.68966 2.72197 -4.92669
H 0.34133 1.50885 -4.19283
C 1.98856 -3.13261 1.30318
O 2.48117 -3.08539 2.42698
N 2.72606 -3.11080 0.13234
N 0.64788 -3.17040 1.02603
H 2.22066 -3.12225 -0.73609
H 3.64789 -2.72698 0.06141
H 0.08642 -3.16346 1.85750
H 0.13829 -3.09439 0.14250
C -1.78478 -1.64004 2.66892
O -0.82618 -0.89561 2.48976
N -2.32982 -2.38497 1.64964
N -2.38243 -1.79691 3.90690
H -1.91381 -2.10079 0.74001
H -3.25933 -2.71378 1.81786
H -3.32360 -2.14593 3.94039
H -2.19008 -1.01546 4.51340
```

Results
Energy above the lowest of the compared OMol25 structures with the same formula, charge and spin = 0.0 kJ/mol
Net charge = -1
Calculated total energy = -1502.55618 hartree
Highest occupied orbital energy = -3.72 eV
E_LUMO = 0.090 hartree
Gap between HOMO and LUMO = 6.17 eV

***

A 2-piece molecular cluster, C7H24BN4O2P overall in a non-equilibrium geometry, computed with wB97M-V/def2-TZVPD.

```
39
C7H24BN4O2P | the OMol25 dataset | wB97M-V/def2-TZVPD
C -3.93750 -0.85251 -2.72201
C -2.39666 -1.18813 -2.28794
B -1.40520 0.11443 -2.13079
O -2.00189 1.49034 -2.14544
N 0.12177 0.06028 -2.02231
N 0.67486 1.25702 -1.51452
C 0.65316 -1.09753 -1.20967
C 0.89525 -0.78591 0.38109
N -0.33446 -0.35156 1.14558
P 0.70472 0.00615 -3.74762
N 2.31932 -0.04203 -3.85572
H -4.63887 -1.30882 -1.87840
H -4.18672 0.27647 -2.88607
H -4.16415 -1.45079 -3.72979
H -2.41363 -1.74513 -1.23660
H -1.84976 -1.94129 -3.02363
H -1.85848 1.95038 -1.26743
H 1.72924 1.10556 -1.48946
H 0.56732 1.98895 -2.28150
H 0.03760 -2.08857 -1.27943
H 1.72879 -1.35329 -1.66105
H 1.30606 -1.79981 0.85889
H 1.73178 0.02513 0.60045
H -1.22172 -0.73786 0.75213
H -0.37129 0.68248 1.29335
H 0.06798 -1.14815 -4.40020
H 0.19778 1.20379 -4.36350
H 2.52537 -0.93435 -4.39462
C 0.85623 -0.35440 4.47969
C 2.04700 0.61827 4.50752
C 1.53349 2.04198 4.77895
O 2.60607 0.60977 3.31016
H 0.12310 -0.09893 3.70331
H 1.18494 -1.38670 4.30478
H 0.32979 -0.33877 5.44151
H 2.64113 0.34032 5.38980
H 0.82544 2.38642 4.01375
H 2.35829 2.76498 4.82302
H 1.01384 2.08182 5.74376
```

Results
Net charge = 0
Calculated total energy = -1016.52858 hartree
Highest occupied orbital energy = -4.50 eV
E_LUMO = -0.072 hartree
Gap between HOMO and LUMO = 2.54 eV

***

C7H24Be2O9Ti as an isolated structure in a non-equilibrium geometry, computed with wB97M-V/def2-TZVPD.

```
43
C7H24Be2O9Ti | the OMol25 dataset | wB97M-V/def2-TZVPD
Ti -10.25405 12.34782 15.71136
Be -11.44546 8.07550 14.21485
Be -11.11617 8.22405 18.43373
C -9.68463 9.43685 15.89916
O -9.58564 8.18187 16.00957
O -9.62657 9.96715 14.74518
O -10.35650 10.05760 16.77949
C -7.35174 13.65924 14.55536
O -8.48086 13.05982 13.85526
H -7.79263 14.56156 14.97908
H -7.09110 13.13397 15.47420
H -6.45192 13.98523 14.03369
H -8.17035 12.24453 13.45465
C -6.56778 10.20492 13.22897
O -7.78269 10.79467 12.76701
H -6.71007 9.17573 12.89940
H -5.66285 10.73547 12.93279
H -6.43105 9.94962 14.27979
H -8.51832 10.43291 13.26658
C -7.95276 6.16206 19.44185
O -8.67761 7.15060 18.73527
H -7.40820 5.52960 18.74075
H -7.41881 6.56750 20.30128
H -8.54285 5.38340 19.92516
H -8.16570 7.59021 18.05240
C -8.75142 6.88829 12.73295
O -9.81646 6.20810 13.36057
H -8.66431 6.83271 11.64786
H -8.76660 7.96702 12.88850
H -7.82815 6.56487 13.21364
H -9.68145 5.26742 13.22458
C -6.20023 6.77846 15.65563
O -6.93784 7.38000 16.64392
H -5.16791 7.00188 15.92492
H -6.26441 5.69200 15.59569
H -6.41793 7.34775 14.75197
H -7.85563 7.46392 16.37518
C -9.54353 4.73357 16.72479
O -10.23413 3.50545 16.64861
H -9.78904 5.27043 17.64110
H -8.48667 4.48038 16.64092
H -9.89366 5.47277 16.00431
H -9.63032 2.84638 16.29843
```

Results
<S²> = 6.00
Spin multiplicity = 5
Net charge = +2
Calculated total energy = -1836.28788 hartree
Highest occupied orbital energy (spin up / spin down) = -14.65 / -14.65 eV
E_LUMO (spin up / spin down) = -0.319 / -0.331 hartree
Gap between HOMO and LUMO (spin up / spin down) = 5.95 / 5.65 eV

***

C7H24FN2NbO3S as an isolated structure in a non-equilibrium geometry, computed with wB97M-V/def2-TZVPD.

```
39
C7H24FN2NbO3S | the OMol25 dataset | wB97M-V/def2-TZVPD
C 0.90939 2.35929 -1.99003
C -0.28243 1.47059 -2.34170
N -1.52664 2.13508 -1.95126
Nb -3.09976 0.82175 -1.49351
S -4.52546 2.54318 -2.80634
O -4.49639 2.11258 -4.17173
O -4.07201 3.88904 -2.64618
F -6.04756 2.56650 -2.29944
H 1.00538 2.41595 -0.91245
H 0.66040 3.35402 -2.32363
H 1.82178 2.02584 -2.46404
H -0.19845 0.50788 -1.85203
H -0.24297 1.31180 -3.41163
H -1.73988 2.83859 -2.65282
H -3.36149 1.63643 0.14136
H -4.64915 -0.06295 -1.12013
H -2.80441 -0.31050 -2.90106
H -2.10427 -0.35579 -0.50178
C 0.53036 -0.44239 1.46008
N 1.49856 -1.22568 2.29708
C 0.90149 -1.38743 3.65372
C 2.77281 -0.46879 2.41402
C 1.73250 -2.61039 1.74155
C 2.39406 -2.69931 0.38678
O 1.56986 -2.08874 -0.58601
H 0.20923 0.42191 2.03704
H 1.02141 -0.10479 0.55859
H -0.32470 -1.06773 1.22370
H 0.73481 -0.40178 4.07619
H 1.59180 -1.95165 4.27561
H -0.04117 -1.91743 3.55436
H 3.16791 -0.28391 1.42133
H 3.47613 -1.05217 3.00369
H 2.56226 0.47719 2.90395
H 0.75219 -3.08248 1.70730
H 2.35196 -3.12854 2.47264
H 2.51470 -3.76295 0.16167
H 3.38974 -2.24323 0.39547
H 1.94804 -2.23897 -1.46035
```

Results
Net charge = 0
Calculated total energy = -1171.05510 hartree
Highest occupied orbital energy = -7.68 eV
E_LUMO = -0.032 hartree
Gap between HOMO and LUMO = 6.80 eV

***

A 7-piece molecular cluster, C7H24O6 overall in a non-equilibrium geometry, computed with wB97M-V/def2-TZVPD.

```
37
C7H24O6 | the OMol25 dataset | wB97M-V/def2-TZVPD
C -1.42034 -1.91682 1.24890
C -1.17926 -0.54336 0.69590
C -2.10286 0.38484 0.46370
C 1.02780 0.31572 1.45384
C 0.24526 -0.10427 0.45438
C 0.63946 -0.07113 -0.96286
C 2.43208 0.79907 1.34429
H -1.98522 -2.63294 0.59932
H -0.52696 -2.47423 1.44514
H -2.09518 -1.84014 2.14204
H -1.80952 1.37329 0.25994
H -3.18439 0.14601 0.48829
H 0.70128 0.47610 2.55997
H -0.23509 0.41809 -1.48453
H 1.51379 0.53436 -1.13311
H 0.56932 -1.05601 -1.46304
H 3.11665 0.07400 1.79891
H 2.72585 1.05975 0.29950
H 2.85609 1.64006 1.93787
H -0.45387 -3.59568 -2.04661
H 0.41688 -3.71591 -0.80254
O 0.20094 -3.10259 -1.51643
H 2.16785 -1.47087 -3.03660
H 1.85948 -2.64791 -2.17264
O 2.55990 -1.96625 -2.26909
H 3.22811 -1.93895 0.35558
H 1.74315 -2.06189 0.28575
O 2.52510 -2.58471 0.49326
H -1.63129 4.29067 0.39926
H -2.14451 2.94395 -0.22745
O -2.12594 3.89885 -0.31827
H -0.90095 2.50760 2.41390
H -0.90322 3.29658 1.15355
O -0.57810 3.34542 2.06092
H -3.18325 1.94953 -2.41743
H -1.80196 2.55941 -2.26217
O -2.26706 1.71038 -2.24145
```

Results
Energy above the lowest of the compared OMol25 structures with the same formula, charge and spin = 270.2 kJ/mol
Net charge = 0
SMILES = C=C(C)/C(C)=C/C.O.O.O.O.O.O
Calculated total energy = -732.44617 hartree
Highest occupied orbital energy = -8.75 eV
E_LUMO = 0.008 hartree
Gap between HOMO and LUMO = 8.97 eV